one.
The following is a quantum chemistry calculation of a cluster of 2 separate species, C5H8IN in total, from the Open Molecules 2025 dataset.

Each line ends with the Löwdin charge.
Element x y z (Å)
C (0.67741, 2.06571, -0.77588)  -0.026
C (0.64155, 0.72956, -0.82502)  -0.224
C (1.06970, 0.01790, 0.33756)  -0.086
C (0.65769, -1.17619, 0.64529)  -0.332
C (-0.50104, -1.91091, 0.37551)  -0.116
N (0.35084, -2.14577, 1.52410)  0.079
H (0.96648, 2.59455, 0.06588)  0.030
H (0.85964, 2.70882, -1.68020)  0.082
H (0.13955, 0.26433, -1.61264)  0.084
H (1.93081, 0.50817, 0.78772)  0.116
H (-1.52142, -1.36367, 0.62326)  0.105
H (-0.52502, -2.68988, -0.28248)  0.076
H (0.03925, -1.72480, 2.42765)  0.143
I (-3.06216, 0.91311, -0.76611)  0.687
H (-1.72329, 1.20908, -0.84463)  -0.617

The highest occupied orbital energy is -8.4143 eV. The value obtained for the LUMO energy is 0.6 eV. The frontier orbital gap is 9.05 eV.



two.
The following is a quantum chemistry calculation of a cluster of 2 separate species, C5H8IN in total, from the Open Molecules 2025 dataset.

Each line ends with the Löwdin charge.
Element x y z (Å)
C (-0.60265, -2.78314, 2.47319)  -0.216
C (0.37347, -2.04297, 2.93291)  -0.645
C (0.33392, -0.38251, -0.16435)  -0.190
C (0.22541, 1.82985, -1.32798)  -0.102
C (0.45389, 1.04158, -0.02712)  -0.261
N (0.16953, -1.28467, -0.95656)  0.129
I (1.57812, -2.46058, 4.59897)  0.717
H (-0.94204, -3.72909, 2.89019)  0.048
H (-1.15478, -2.45401, 1.60255)  0.029
H (-0.79221, 1.69315, -1.67994)  0.072
H (0.90681, 1.48717, -2.10133)  0.072
H (0.39964, 2.88678, -1.14708)  0.066
H (-0.24510, 1.37135, 0.74475)  0.111
H (1.46142, 1.24129, 0.35584)  0.116
H (0.15457, -2.26665, -0.70805)  0.055

The highest occupied orbital energy (alpha / beta) is -8.9066 / -6.7478 eV. The value obtained for the LUMO energy (alpha / beta) is 0.6 / -1.1 eV. The frontier orbital gap (alpha / beta) is 9.46 / 5.60 eV.



We find one to be the most stable, with the next structure 41.9 kJ/mol higher.



one.
The following is a quantum chemistry calculation of an isolated molecule of C19H28N2O4, from the Open Molecules 2025 dataset.

Each line ends with the Löwdin charge.
Element x y z (Å)
C (6.93337, 1.66833, 1.38886)  -0.074
C (6.93614, 0.25006, 0.82358)  -0.438
C (8.30892, -0.38718, 1.02775)  -0.082
C (6.57466, 0.23342, -0.66664)  -0.152
C (5.10516, 0.54057, -0.93756)  -0.200
O (4.33087, -0.49381, -0.35894)  -0.037
C (2.98397, -0.44742, -0.46195)  -0.259
C (2.26044, 0.54621, -1.11770)  -0.001
C (0.88190, 0.47695, -1.15850)  -0.006
C (0.18984, -0.57672, -0.57066)  -0.143
C (-1.29153, -0.57051, -0.67333)  -0.446
O (-1.93351, 0.45660, -0.83105)  0.053
N (-1.89563, -1.78170, -0.62029)  0.071
C (-3.33657, -1.88943, -0.67147)  -0.156
C (-3.97853, -1.48367, 0.66404)  -0.076
C (-5.48355, -1.33377, 0.52055)  -0.464
O (-6.24308, -2.19453, 0.92894)  0.048
N (-5.93442, -0.22885, -0.11324)  -0.053
C (-5.18078, 0.92652, -0.55521)  -0.119
C (-5.60699, 2.14241, 0.27758)  -0.180
O (-6.99478, 2.37150, 0.18062)  -0.132
C (-7.72678, 1.24522, 0.61032)  -0.183
C (-7.36424, 0.00172, -0.20663)  -0.111
C (0.91729, -1.55922, 0.10099)  -0.028
C (2.29085, -1.49351, 0.15610)  0.006
H (7.64559, 2.29216, 0.85193)  0.082
H (5.94963, 2.12436, 1.31394)  0.068
H (7.21561, 1.65408, 2.43898)  0.077
H (6.18959, -0.34616, 1.35724)  0.133
H (9.06968, 0.17023, 0.48480)  0.080
H (8.31501, -1.41437, 0.67081)  0.075
H (8.57430, -0.39041, 2.08221)  0.075
H (6.78644, -0.75804, -1.07098)  0.120
H (7.18646, 0.96010, -1.20444)  0.125
H (4.82344, 1.50888, -0.50559)  0.122
H (4.92917, 0.57779, -2.02173)  0.132
H (2.75984, 1.37397, -1.59554)  0.106
H (0.31310, 1.24664, -1.65800)  0.120
H (-1.35310, -2.60840, -0.43944)  0.128
H (-3.60781, -2.91476, -0.92444)  0.133
H (-3.68885, -1.22439, -1.46506)  0.122
H (-3.80008, -2.26116, 1.40864)  0.123
H (-3.52721, -0.55526, 1.01318)  0.113
H (-4.10453, 0.78587, -0.48212)  0.089
H (-5.43658, 1.11579, -1.60476)  0.138
H (-5.12030, 3.04658, -0.08981)  0.129
H (-5.32693, 1.97995, 1.33023)  0.131
H (-8.78028, 1.49857, 0.48321)  0.126
H (-7.52475, 1.04953, 1.67475)  0.131
H (-7.87884, -0.87863, 0.17943)  0.122
H (-7.63191, 0.15971, -1.25686)  0.132
H (0.41714, -2.36752, 0.61522)  0.109
H (2.86317, -2.24429, 0.67801)  0.119

The highest occupied orbital energy is -8.8139 eV. The value obtained for the LUMO energy is 0.7 eV. The frontier orbital gap is 9.48 eV.



two.
The following is a quantum chemistry calculation of an isolated molecule of C19H28N2O4, from the Open Molecules 2025 dataset.

Each line ends with the Löwdin charge.
Element x y z (Å)
C (-4.95771, -1.90655, -0.59799)  -0.093
C (-3.78902, -1.30986, 0.17555)  -0.204
C (-4.05334, 0.12949, 0.64267)  -0.392
C (-5.03633, 0.18536, 1.80758)  -0.025
O (-2.85473, 0.72789, 1.11803)  -0.021
C (-1.93217, 1.21311, 0.24623)  -0.271
C (-2.02311, 1.17810, -1.14379)  -0.044
C (-0.99661, 1.71283, -1.90071)  -0.079
C (0.11878, 2.28711, -1.32044)  -0.034
C (0.20938, 2.34022, 0.06880)  -0.264
O (1.21939, 2.91571, 0.77829)  -0.042
C (2.36117, 3.39883, 0.10158)  -0.194
C (3.29574, 2.26552, -0.32647)  -0.161
C (3.89690, 1.56600, 0.89308)  -0.158
C (4.42115, 0.16812, 0.56294)  -0.115
N (3.33684, -0.78031, 0.42324)  0.070
C (2.75415, -1.40491, 1.53898)  -0.491
O (3.09926, -1.25144, 2.68020)  0.103
N (1.77754, -2.20493, 1.05788)  0.159
C (1.63824, -2.14680, -0.37836)  -0.449
C (1.92231, -3.50011, -1.03263)  -0.004
C (0.27452, -1.59799, -0.79718)  0.005
C (2.74419, -1.14979, -0.74297)  -0.389
O (3.03968, -0.77575, -1.85072)  0.109
C (-0.81255, 1.79208, 0.83639)  0.067
H (-5.20604, -1.28587, -1.45653)  0.076
H (-4.69975, -2.89958, -0.95823)  0.072
H (-5.84063, -1.99269, 0.02952)  0.067
H (-2.90045, -1.30771, -0.45989)  0.092
H (-3.56741, -1.92315, 1.05123)  0.119
H (-4.45606, 0.72106, -0.19236)  0.143
H (-5.16968, 1.21603, 2.12499)  0.084
H (-4.64542, -0.38499, 2.64590)  0.087
H (-5.99898, -0.22030, 1.51279)  0.075
H (-2.87311, 0.74506, -1.64502)  0.104
H (-1.06732, 1.67916, -2.97789)  0.110
H (0.89201, 2.68693, -1.95520)  0.106
H (2.07327, 4.01619, -0.75756)  0.120
H (2.86240, 4.03939, 0.83304)  0.131
H (4.08807, 2.67188, -0.95694)  0.124
H (2.73089, 1.54634, -0.92065)  0.092
H (3.13478, 1.47259, 1.66960)  0.118
H (4.71400, 2.16529, 1.29741)  0.118
H (5.05627, -0.19234, 1.37589)  0.128
H (4.97902, 0.17258, -0.37615)  0.132
H (1.17239, -2.73892, 1.65621)  0.164
H (1.12812, -4.20616, -0.80135)  0.084
H (2.86731, -3.90181, -0.67377)  0.092
H (1.98366, -3.37142, -2.10973)  0.090
H (0.28298, -1.37919, -1.86151)  0.097
H (-0.50336, -2.32934, -0.58864)  0.083
H (0.05279, -0.68036, -0.25641)  0.075
H (-0.74341, 1.82937, 1.91112)  0.134

The highest occupied orbital energy is -8.4301 eV. The value obtained for the LUMO energy is 0.7 eV. The frontier orbital gap is 9.14 eV.



We find two to be the most stable, with the next structure 95.5 kJ/mol higher.